1.
Here is a structure of composition C27H31F5N3O5OsSSe2Te in a non-equilibrium geometry from OMol25. Energies are from ωB97M-V/def2-TZVPD.

Values from the calculation:
Kohn-Sham gap (spin up / spin down)	3.26 / 6.00	eV
energy relative to the best compared isomer or geometry (same formula, charge and spin)	3.403	eV
⟨S²⟩	6.03
E_tot	-208083.29859	eV
maximum force	3.265	eV Å⁻¹
M	1080.37	g mol⁻¹

The geometry in ORCA input format:
```
! RIJCOSX wB97M-V def2-TZVPD def2/J DEFGRID3
* xyz -1 5
Os 0.641 -0.517 -0.793
C -3.960 -1.259 4.321
C -2.567 -1.969 4.118
C -2.119 -2.625 5.462
C -2.844 -3.067 3.086
C -1.464 -1.011 3.657
C -1.290 0.131 4.465
C -0.376 1.146 4.137
C 0.495 0.945 3.105
S 1.983 1.797 2.570
C 2.198 0.667 1.318
N 1.110 -0.148 1.199
C 0.234 -0.101 2.219
C -0.701 -1.092 2.463
C 3.209 0.436 0.280
C 4.566 0.699 0.409
C 5.521 0.409 -0.635
C 5.009 -0.221 -1.747
C 3.623 -0.516 -1.889
C 2.732 -0.237 -0.897
H -4.744 -2.017 4.291
H -4.186 -0.474 3.614
H -3.972 -0.786 5.316
H -2.863 -3.320 5.854
H -1.924 -1.805 6.210
H -1.262 -3.249 5.280
H -3.784 -3.677 3.250
H -2.065 -3.856 3.062
H -2.884 -2.726 2.063
H -1.761 0.082 5.431
H -0.267 2.043 4.776
H -1.033 -1.913 1.795
H 4.878 1.356 1.245
H 6.582 0.595 -0.533
H 5.664 -0.389 -2.642
H 3.319 -0.902 -2.835
O -1.047 3.944 -3.896
C -0.738 2.551 -4.036
C 0.809 2.287 -4.157
C 1.287 3.128 -5.386
O 2.656 2.865 -5.681
C 1.070 0.818 -4.458
Se 0.157 -0.466 -3.135
C 1.587 2.797 -2.962
Se 0.660 1.945 -1.502
H -0.723 4.202 -3.027
H -1.250 2.137 -4.930
H -1.181 1.888 -3.256
H 1.011 4.163 -5.212
H 0.691 2.782 -6.295
H 3.037 3.672 -5.986
H 2.127 0.538 -4.537
H 0.555 0.509 -5.359
H 1.561 3.881 -2.895
H 2.662 2.480 -2.925
F 5.212 -5.740 2.070
Te 3.728 -6.321 1.069
F 3.046 -6.666 2.865
F 4.563 -5.217 -0.343
F 2.928 -4.543 1.420
F 1.042 -1.862 -3.709
O 0.702 -2.276 -0.602
C -3.472 2.860 -0.073
N -2.923 1.571 -0.442
C -3.718 0.762 -1.265
C -3.498 -0.551 -1.238
C -2.343 -1.008 -0.473
O -2.221 -2.156 -0.037
N -1.289 -0.017 -0.396
C -1.709 1.208 0.107
O -1.254 1.887 1.054
H -4.474 2.811 0.321
H -3.454 3.425 -1.042
H -2.732 3.252 0.632
H -4.483 1.335 -1.793
H -4.281 -1.304 -1.512
*
```

***

2.
Here is a structure of composition C27H31GeN5ORe in a non-equilibrium geometry from OMol25. Energies are from ωB97M-V/def2-TZVPD.

Values from the calculation:
Kohn-Sham gap (spin up / spin down)	7.04 / 6.65	eV
energy relative to the best compared isomer or geometry (same formula, charge and spin)	0.423	eV
⟨S²⟩	0.77
E_tot	-96633.05136	eV
maximum force	3.603	eV Å⁻¹
M	700.40	g mol⁻¹

The geometry in ORCA input format:
```
! RIJCOSX wB97M-V def2-TZVPD def2/J DEFGRID3
* xyz 2 2
Re 0.040 -0.438 0.162
C -1.817 -0.685 3.070
C -0.369 -0.390 3.305
C 0.114 -0.338 4.613
C 1.417 0.022 4.859
C 2.229 0.367 3.785
C 1.730 0.273 2.508
N 0.446 -0.145 2.263
C 2.549 0.620 1.316
C 3.859 1.059 1.334
C 4.490 1.324 0.124
C 3.819 1.122 -1.075
C 2.514 0.669 -1.040
N 1.908 0.470 0.143
C 1.679 0.322 -2.217
C 2.162 0.442 -3.499
C 1.370 0.038 -4.565
C 0.103 -0.425 -4.306
C -0.373 -0.487 -2.996
C -1.794 -0.900 -2.771
N 0.421 -0.162 -1.958
H -2.029 -1.741 3.249
H -2.117 -0.446 2.054
H -2.425 -0.114 3.773
H -0.556 -0.577 5.428
H 1.802 0.056 5.869
H 3.239 0.707 3.957
H 4.391 1.194 2.263
H 5.513 1.672 0.117
H 4.323 1.308 -2.011
H 3.151 0.836 -3.678
H 1.744 0.093 -5.578
H -0.544 -0.744 -5.112
H -1.924 -1.965 -2.975
H -2.450 -0.362 -3.457
H -2.111 -0.705 -1.752
C 0.937 -3.487 -1.910
Ge -0.015 -3.667 -0.206
C 1.308 -3.678 1.243
C -1.116 -5.265 -0.208
C -1.080 -1.939 0.105
H 1.498 -4.409 -2.075
H 1.645 -2.658 -1.892
H 0.256 -3.359 -2.752
H 1.987 -4.520 1.101
H 0.827 -3.791 2.215
H 1.896 -2.756 1.243
H -0.467 -6.122 -0.390
H -1.871 -5.233 -0.993
H -1.613 -5.407 0.750
H -2.140 -2.186 0.200
N -4.016 5.769 -0.902
C -3.413 5.284 0.202
O -3.468 5.811 1.290
C -2.635 3.986 0.054
C -2.191 3.405 1.234
C -1.509 2.210 1.187
N -1.253 1.572 0.033
C -1.651 2.145 -1.106
C -2.336 3.344 -1.141
H -4.536 6.627 -0.818
H -3.958 5.339 -1.806
H -2.392 3.904 2.173
H -1.162 1.740 2.094
H -1.420 1.625 -2.024
H -2.614 3.750 -2.103
*
```

***

3.
Here is a structure of composition C27H31LaN4OS in a non-equilibrium geometry from OMol25. Energies are from ωB97M-V/def2-TZVPD.

Values from the calculation:
Kohn-Sham gap	5.17	eV
E_tot	-48192.16497	eV
maximum force	3.183	eV Å⁻¹
M	598.55	g mol⁻¹

The geometry in ORCA input format:
```
! RIJCOSX wB97M-V def2-TZVPD def2/J DEFGRID3
* xyz 2 1
La -0.598 -0.084 -0.664
C -1.504 -1.340 2.317
N -0.370 -0.453 1.927
C 0.994 -1.079 2.038
C 1.231 -2.259 1.120
C 1.988 -3.324 1.569
C 2.126 -4.458 0.789
C 1.463 -4.506 -0.422
C 0.763 -3.399 -0.816
N 0.682 -2.265 -0.104
C -0.449 0.853 2.595
C 0.238 1.918 1.793
C 1.189 2.819 2.269
C 1.534 3.947 1.505
C 1.018 4.089 0.255
C 0.119 3.141 -0.190
N -0.228 2.107 0.546
C -2.706 -1.228 1.398
C -3.998 -0.987 1.866
C -5.074 -1.135 0.967
C -4.827 -1.567 -0.314
C -3.533 -1.809 -0.694
N -2.488 -1.499 0.090
H -1.827 -1.125 3.378
H -1.187 -2.388 2.326
H 1.194 -1.320 3.085
H 1.724 -0.275 1.816
H 2.437 -3.265 2.559
H 2.798 -5.279 1.096
H 1.439 -5.416 -1.000
H 0.287 -3.366 -1.777
H -0.004 0.787 3.613
H -1.520 1.115 2.726
H 1.531 2.699 3.298
H 2.212 4.687 1.932
H 1.323 4.920 -0.365
H -0.315 3.204 -1.181
H -4.194 -0.730 2.922
H -6.098 -0.916 1.297
H -5.635 -1.738 -1.025
H -3.294 -2.219 -1.661
C 1.651 0.330 -2.253
C 3.031 0.079 -1.812
C 3.642 -1.133 -2.127
C 4.691 -1.561 -1.370
C 5.155 -0.773 -0.321
C 4.673 0.524 -0.127
C 3.655 0.999 -0.910
H 1.501 1.348 -2.657
H 1.283 -0.380 -2.994
H 3.267 -1.730 -2.944
H 5.162 -2.542 -1.547
H 5.881 -1.170 0.398
H 5.122 1.178 0.662
H 3.274 2.025 -0.775
C -3.690 2.369 -1.209
S -3.156 1.636 -2.765
C -2.656 3.153 -3.622
O -1.826 0.886 -2.379
H -3.079 3.258 -0.952
H -3.574 1.599 -0.411
H -4.740 2.682 -1.320
H -3.580 3.676 -3.922
H -2.108 2.851 -4.529
H -2.020 3.841 -2.991
*
```

***

Question: M of number 2 (C27H31GeN5ORe)?
Answer: 700.40 g mol⁻¹

***

Question: Which formula does entry 2 have?
Answer: C27H31GeN5ORe